20
Properties=species:S:1:pos:R:3:forces:R:3:lowdin_charge:R:1 method="wB97M-V/def2-TZVPD" e_homo_ev=-12.72 energy_ha=-419.6584 molar_mass_g_mol=127.17 charge=+1 fmax_ev_per_a=3.686 multiplicity=1
C 2.081710 0.965667 0.723464 0.66 2.28 -0.13 0.056
C -1.878917 1.191530 -0.295842 1.35 -1.45 0.46 -0.098
C -0.981800 0.319946 -1.185226 -1.36 -1.27 -2.83 -0.121
C -1.856039 0.326349 0.989827 -0.35 0.10 -0.50 -0.140
C 1.152599 -0.897545 -0.724912 0.13 0.39 -1.62 -0.146
C 0.012433 -0.294330 -0.362812 0.10 -1.31 3.33 -0.387
N 2.125596 -1.519827 0.170166 2.44 1.73 -2.16 0.104
N -0.566502 -0.345773 0.871137 0.93 0.24 2.43 0.029
O 2.243730 2.028096 0.378808 -0.27 -0.82 0.40 0.191
H -1.478364 2.191228 -0.168656 0.21 0.03 0.24 0.122
H -2.831383 1.265014 -0.696913 -1.84 0.26 -0.78 0.091
H -1.497696 -0.631414 -1.602285 0.04 1.71 0.45 0.183
H -0.471316 0.727645 -2.032658 -0.23 0.83 -0.69 0.124
H -1.872960 0.925354 1.898878 -0.15 -0.07 0.00 0.122
H -2.629421 -0.477156 1.058755 0.22 0.95 -0.28 0.138
H 1.369649 -0.830274 -1.784992 0.56 -0.24 0.27 0.132
H 1.758754 -2.311281 0.653008 -0.07 -0.90 0.58 0.138
H 2.380778 -0.608999 0.828076 -0.20 -2.15 -0.71 0.084
H -0.072205 -0.246243 1.761030 0.38 -0.73 -0.75 0.141
H 3.011359 -1.777982 -0.478859 -2.52 0.42 2.30 0.237